Here is a molecular structure, C28H44As3CaNO4S from OMol25. Energies are from ωB97M-V/def2-TZVPD.

Atoms and positions in Å:
Ca  -0.6019  0.6481  0.1682
C  5.3320  0.3463  2.0484
As  3.4644  0.0663  1.4448
C  2.7630  1.6632  2.3259
C  2.9479  -1.2036  2.8822
C  3.0178  -2.7155  2.5658
C  4.2759  -3.0349  1.7556
C  1.7606  -3.1964  1.8228
As  0.9717  -2.1228  0.3458
C  -0.4207  -3.4363  -0.0549
C  2.1442  -2.5444  -1.1573
C  3.0742  -3.4186  3.9425
As  3.3171  -5.3571  4.2703
C  5.2525  -5.5253  3.9281
C  2.7186  -6.2996  2.6507
H  5.3848  0.4535  3.1333
H  5.7102  1.2574  1.5822
H  5.9609  -0.4865  1.7345
H  3.1062  1.7236  3.3609
H  1.6705  1.6851  2.3132
H  3.1151  2.5412  1.7850
H  1.9270  -0.9390  3.1749
H  3.5957  -0.9825  3.7361
H  4.2655  -2.5023  0.8032
H  4.3351  -4.1016  1.5322
H  5.1761  -2.7460  2.3047
H  0.9316  -3.2588  2.5363
H  1.9199  -4.2041  1.4353
H  0.0103  -4.4258  -0.2242
H  -0.9253  -3.0767  -0.9497
H  -1.1304  -3.4745  0.7712
H  2.4791  -3.5839  -1.1431
H  2.9962  -1.8672  -1.1712
H  1.5316  -2.3488  -2.0382
H  2.1618  -3.1643  4.4881
H  3.8994  -2.9938  4.5271
H  5.7900  -4.8576  4.6022
H  5.5255  -5.2888  2.9018
H  5.5539  -6.5494  4.1516
H  1.6431  -6.1848  2.5283
H  2.9366  -7.3579  2.8022
H  3.2222  -5.9599  1.7469
O  -0.2753  0.5661  -3.9287
S  -0.4386  0.3184  -2.5121
O  -1.5364  1.1478  -1.8873
O  0.7834  0.6973  -1.6979
O  -0.7326  -1.1020  -2.1732
C  -3.1693  3.8934  1.8354
C  -1.7196  3.6599  1.4483
C  -1.4337  4.2246  0.0672
C  -0.9819  2.4585  1.9012
C  -0.6246  3.8710  2.5406
C  -1.0362  4.1096  3.9173
C  -0.2673  4.8174  4.8010
C  0.9590  5.3911  4.4175
C  1.3874  5.2127  3.0841
C  0.6450  4.5027  2.1858
H  -3.8110  3.4440  1.0725
H  -3.4106  4.9610  1.8898
H  -3.4234  3.4304  2.7869
H  -2.1080  3.7586  -0.6565
H  -0.4232  3.9935  -0.2662
H  -1.5769  5.3098  0.0331
H  -1.5861  1.9200  2.6449
H  -1.9622  3.6696  4.2621
H  -0.6132  4.9319  5.8238
H  1.5580  5.9494  5.1252
H  2.3370  5.6336  2.7680
H  1.0190  4.3621  1.1808
N  -1.8680  -0.9050  1.6832
C  -2.9006  -1.3197  2.0556
C  -4.0988  -1.8147  2.5415
C  -4.7716  -2.9234  1.9121
C  -5.9503  -3.4017  2.4183
C  -6.5509  -2.8347  3.5650
C  -5.9024  -1.7447  4.1871
C  -4.7227  -1.2406  3.7085
H  -4.3346  -3.3701  1.0273
H  -6.4314  -4.2362  1.9184
H  -7.4865  -3.2189  3.9503
H  -6.3450  -1.2886  5.0670
H  -4.2454  -0.4023  4.2011

Its total charge is -2. The strongest force on any atom is 0.4 eV Å⁻¹. For the energy, the calculation gives -251219.9478 eV. The energy relative to the best compared isomer or geometry (same formula, charge and spin) comes out at 3.80 kJ/mol.